Record 1
A molecular structure, C22H36AlBeBr3ClF2INO6, computed with ωB97M-V/def2-TZVPD.

2S+1: 2
Expectation value of S²: 1.775
E_tot in eV: -280325.65215
HOMO-LUMO gap (spin up / spin down) in eV: 4.463 / 5.012
Net charge: +2
E_HOMO (spin up / spin down) in eV: -12.22 / -12.23

Atoms and positions in Å:
C1 3.785 -5.140 0.470
C2 2.801 -4.152 -0.337
C3 3.624 -3.712 -1.635
C4 2.540 -2.937 0.681
C5 1.211 -2.115 0.344
Br1 -0.045 -2.044 1.868
I1 1.891 -0.009 -0.022
C6 0.567 -2.585 -1.029
C7 0.488 -4.155 -1.241
C8 0.320 -4.395 -2.816
C9 -0.887 -4.710 -0.587
N1 1.581 -4.936 -0.618
O1 1.828 -6.056 -1.236
H1 3.346 -5.436 1.475
H2 4.114 -6.019 -0.144
H3 4.723 -4.527 0.682
H4 4.321 -2.865 -1.328
H5 2.989 -3.349 -2.486
H6 4.288 -4.575 -1.915
H7 3.471 -2.295 0.750
H8 2.391 -3.422 1.698
H9 1.053 -2.063 -1.916
H10 -0.507 -2.209 -1.025
H11 1.129 -3.905 -3.430
H12 0.157 -5.475 -3.076
H13 -0.645 -3.855 -3.093
H14 -0.652 -5.269 0.371
H15 -1.293 -5.468 -1.327
H16 -1.654 -3.901 -0.434
C10 -2.652 1.302 -3.868
C11 -3.182 -0.015 -3.347
C12 -2.124 -0.990 -3.824
O2 -0.888 -0.283 -3.861
C13 -1.155 1.122 -3.706
H17 -3.038 2.171 -3.338
H18 -2.901 1.410 -4.927
H19 -3.207 0.001 -2.252
H20 -4.181 -0.260 -3.708
H21 -2.343 -1.347 -4.854
H22 -2.027 -1.860 -3.169
H23 -0.824 1.417 -2.702
H24 -0.582 1.689 -4.442
F1 -2.002 -1.092 -6.466
O3 1.717 2.154 2.927
H25 2.429 2.737 2.578
H26 1.426 1.498 2.244
H27 0.956 2.685 3.266
F2 -0.260 3.656 4.383
C14 -0.678 3.441 5.651
C15 -1.765 2.613 5.877
C16 -2.191 2.390 7.189
C17 -1.531 3.006 8.249
C18 -0.444 3.840 8.004
C19 -0.012 4.055 6.699
H28 -2.271 2.148 5.035
H29 -3.037 1.733 7.383
H30 -1.864 2.835 9.267
H31 0.067 4.323 8.828
H32 0.838 4.695 6.492
C20 -0.343 5.656 -2.421
C21 -0.826 4.981 -1.174
O4 -2.217 4.782 -1.437
C22 -2.374 4.772 -2.788
O5 -3.381 4.459 -3.342
O6 -1.233 5.159 -3.423
H33 0.683 5.400 -2.663
H34 -0.442 6.770 -2.364
H35 -0.360 4.019 -1.025
H36 -0.682 5.590 -0.284
Al1 -4.406 3.363 6.344
Cl1 1.484 4.314 -0.191
Br2 1.168 7.136 -1.675
Br3 0.480 -7.887 -1.172
Be1 3.241 1.989 -0.633

---

Record 2
C4H6O2 in the gas phase, computed with ωB97M-V/def2-TZVPD.

SMILES string: C[C@H]1[C@H]2OO[C@@H]12
E_tot in eV: -8335.23491
HOMO-LUMO gap in eV: 10.303
Net charge: 0
Energy above the lowest of the compared OMol25 structures with the same formula, charge and spin in eV: 5.226
E_HOMO in eV: -9.27

Atoms and positions in Å:
C1 0.733 0.869 -0.987
C2 -0.216 -0.216 -0.545
C3 0.039 -1.098 0.645
O1 0.715 -0.372 1.673
C4 -1.069 -0.114 0.691
O2 -0.375 0.599 1.717
H1 0.232 1.577 -1.655
H2 1.106 1.420 -0.121
H3 1.590 0.443 -1.519
H4 -0.727 -0.770 -1.333
H5 0.121 -2.180 0.666
H6 -2.150 -0.158 0.768

---

Record 3
C2H6FN in the gas phase, computed with ωB97M-V/def2-TZVPD.

2S+1: 3
Expectation value of S²: 2.004
E_tot in eV: -6372.00411
HOMO-LUMO gap (spin up / spin down) in eV: 4.552 / 9.088
Net charge: 0
Energy above the lowest of the compared OMol25 structures with the same formula, charge and spin in eV: 2.292
E_HOMO (spin up / spin down) in eV: -3.53 / -13.64

Atoms and positions in Å:
C1 0.278 -1.088 -0.329
C2 0.370 0.254 0.367
N1 -0.664 1.178 -0.389
F1 0.021 0.152 1.694
H1 -0.762 -1.404 -0.365
H2 0.862 -1.846 0.184
H3 0.636 -0.973 -1.346
H4 1.358 0.713 0.321
H5 -0.513 2.127 -0.064
H6 -1.585 0.888 -0.073

---

Record 4
2 unconnected molecules or ions with the total composition C2H8N4O2, computed with ωB97M-V/def2-TZVPD.

SMILES string: NC(N)=O.NC(N)=O
E_tot in eV: -12260.91914
HOMO-LUMO gap in eV: 10.387
Net charge: 0
Energy above the lowest of the compared OMol25 structures with the same formula, charge and spin in eV: 0.137
E_HOMO in eV: -9.56

Atoms and positions in Å:
C1 1.006 -0.920 -0.430
N1 0.719 -0.007 -1.415
N2 1.876 -1.913 -0.843
O1 0.376 -1.079 0.601
H1 2.536 -1.722 -1.578
H2 2.173 -2.557 -0.130
H3 0.809 -0.274 -2.381
H4 0.215 0.869 -1.318
C2 -1.220 1.172 0.473
N3 -0.279 1.483 1.458
N4 -2.239 0.356 0.880
O2 -1.250 1.772 -0.591
H5 -2.897 0.088 0.166
H6 -2.087 -0.246 1.670
H7 -0.219 0.907 2.281
H8 0.482 2.069 1.155

---

Record 5
2 unconnected molecules or ions with the total composition C2HClN2O2, computed with ωB97M-V/def2-TZVPD.

2S+1: 3
Expectation value of S²: 2.016
E_tot in eV: -21679.02209
HOMO-LUMO gap (spin up / spin down) in eV: 10.540 / 6.583
Net charge: 0
Energy above the lowest of the compared OMol25 structures with the same formula, charge and spin in eV: 2.798
E_HOMO (spin up / spin down) in eV: -10.15 / -11.52

Atoms and positions in Å:
C1 -1.883 -0.312 -1.005
C2 0.907 0.021 -0.347
N1 -3.005 -0.371 -0.832
N2 0.631 0.064 1.024
O1 0.505 -1.023 1.566
O2 0.553 1.147 1.570
Cl1 1.271 1.424 -1.167
H1 1.020 -0.951 -0.809

---

Question: What is the formula in the second record?
Answer: C4H6O2

---

Question: Among the records above, which one has the highest E_tot?
Answer: C2H6FN

---

Question: Look up the E_tot of the fourth one.
Answer: -12260.91914 eV